Here is a molecular structure, C35H43CoN7SSb from the OMol25 dataset. Energies are from the ωB97M-V functional and the def2-TZVPD basis.

The total charge is +2. For the frontier orbital gap (alpha / beta), the calculation gives 8.867 / 6.224 eV. As for the spin multiplicity: 5. The strongest force on any atom is 0.80 eV Å⁻¹.

Each line ends with the Mulliken charge.
Positions of all 88 atoms, in Å:
Co 1.31 -0.55 -0.48  0.256
N 0.95 -2.63 -1.00  -0.170
C 1.75 -3.34 -2.03  -0.730
C 3.23 -3.19 -1.80  -0.353
C 3.76 -1.80 -2.13  -0.805
N 3.33 -0.78 -1.12  -0.257
H 1.02 -3.16 -0.13  0.149
H -0.03 -2.64 -1.26  0.189
H 1.47 -2.92 -3.00  0.364
H 1.47 -4.40 -2.06  0.438
H 3.76 -3.91 -2.43  0.417
H 3.48 -3.45 -0.76  0.032
H 3.38 -1.48 -3.10  0.416
H 4.84 -1.81 -2.19  0.436
H 3.70 0.12 -1.41  0.160
H 3.81 -0.99 -0.25  0.099
C 0.58 2.30 0.42  -0.589
N 1.75 1.62 -0.22  2.669
C 2.96 1.99 0.60  -1.026
N 3.15 3.41 0.71  0.125
C 1.95 4.00 1.33  -0.732
N 0.74 3.73 0.54  0.279
C 0.92 4.29 -0.80  -0.716
N 2.10 3.71 -1.47  0.108
C 1.92 2.28 -1.57  -1.108
C 3.28 3.98 -0.64  -0.755
H 0.44 1.86 1.42  0.198
H -0.29 2.08 -0.20  -0.553
H 3.84 1.54 0.13  0.189
H 2.84 1.57 1.60  0.292
H 2.09 5.08 1.41  0.373
H 1.83 3.59 2.33  0.336
H 1.06 5.37 -0.73  0.347
H 0.03 4.08 -1.40  0.316
H 2.80 1.86 -2.06  0.219
H 1.04 2.05 -2.16  0.399
H 3.42 5.05 -0.56  0.364
H 4.16 3.55 -1.13  0.366
C 1.25 -0.88 1.80  -1.614
C 2.21 -1.90 2.06  1.247
C 3.58 -1.57 2.22  -0.770
C 4.53 -2.54 2.41  -0.875
C 4.14 -3.89 2.44  0.399
C 2.79 -4.24 2.32  -0.920
C 1.84 -3.26 2.13  -0.300
C 5.13 -4.92 2.60  -0.188
N 5.93 -5.74 2.71  -0.375
H 1.52 0.13 2.07  0.850
H 0.20 -1.12 1.89  0.292
H 3.88 -0.52 2.22  0.458
H 5.57 -2.29 2.54  0.567
H 2.50 -5.28 2.39  0.528
H 0.79 -3.53 2.07  0.610
S -0.69 -0.10 -1.67  -0.795
Sb -2.71 0.16 -0.56  1.620
C -3.32 2.12 -0.89  0.971
C -4.31 2.35 -1.84  -0.725
C -4.68 3.66 -2.12  -0.663
C -4.06 4.72 -1.47  -0.642
C -3.08 4.48 -0.52  -0.783
C -2.70 3.18 -0.22  -0.365
C -4.00 -1.17 -1.48  0.576
C -4.86 -1.95 -0.70  -0.423
C -5.72 -2.84 -1.33  -0.685
C -5.72 -2.94 -2.71  -0.497
C -4.86 -2.16 -3.48  -0.727
C -3.99 -1.27 -2.87  -0.641
C -2.67 -0.24 1.47  0.924
C -3.10 0.74 2.37  -0.544
C -3.13 0.45 3.73  -0.660
C -2.74 -0.81 4.18  -0.701
C -2.33 -1.78 3.28  -0.265
C -2.29 -1.50 1.92  -1.212
H -4.81 1.53 -2.34  0.439
H -5.45 3.86 -2.86  0.433
H -4.35 5.73 -1.70  0.416
H -2.61 5.30 0.00  0.492
H -1.94 3.01 0.53  0.324
H -4.87 -1.86 0.38  0.413
H -6.39 -3.45 -0.74  0.425
H -6.39 -3.64 -3.20  0.412
H -4.88 -2.25 -4.56  0.421
H -3.32 -0.68 -3.47  0.445
H -3.42 1.72 2.02  0.526
H -3.47 1.20 4.43  0.452
H -2.78 -1.03 5.23  0.433
H -2.05 -2.77 3.64  0.474
H -1.99 -2.27 1.22  0.481